Molecular formula: C18H17N3
Method: DFT, ωB97M-V/def2-TZVPD

Last column: Mulliken charge in e.
Positions of all 38 atoms, in Å:
C1 -3.0878 -1.9855 -1.4772  -1.15
N1 -1.7453 -1.5502 -1.0808  0.09
C2 -1.0922 -0.6748 -1.9320  0.69
C3 -1.6707 -0.2656 -3.1441  -0.73
C4 -0.9825 0.5786 -4.0142  -0.66
C5 0.3148 1.0260 -3.6958  -0.70
C6 0.8998 0.6613 -2.4954  -0.72
C7 0.2134 -0.1770 -1.5765  1.16
C8 0.7740 -0.5709 -0.3624  -0.50
C9 0.1565 -1.5335 0.4367  1.29
C10 -1.1479 -2.0342 0.0688  1.07
C11 -1.7578 -3.0003 0.8907  -1.11
C12 -1.1121 -3.4838 2.0282  -0.70
C13 0.1783 -3.0319 2.3611  -0.69
C14 0.7991 -2.0705 1.5819  -0.68
H1 -3.5372 -2.6380 -0.7309  0.24
H2 -3.7467 -1.1154 -1.5942  0.39
H3 -3.0522 -2.5297 -2.4305  0.41
H4 -2.6698 -0.6081 -3.4130  0.39
H5 -1.4493 0.8894 -4.9474  0.40
H6 0.8555 1.6664 -4.3922  0.38
H7 1.9031 0.9998 -2.2263  0.43
H8 1.7548 -0.2048 -0.0888  0.29
H9 -2.7469 -3.3917 0.6579  0.19
H10 -1.6117 -4.2203 2.6554  0.41
H11 0.6885 -3.4337 3.2357  0.38
H12 1.7993 -1.7015 1.8179  0.43
C15 1.5190 4.4844 3.0873  -1.01
C16 1.9079 3.3038 2.2892  0.54
C17 1.0701 2.3461 1.6219  -0.66
N2 1.8805 1.4381 1.0206  -0.07
C18 3.1727 1.8209 1.3033  -0.47
N3 3.2040 2.9538 2.0745  -0.77
H13 0.4293 4.5802 3.1318  0.27
H14 1.9049 4.4037 4.1130  0.23
H15 1.9333 5.4029 2.6490  0.24
H16 -0.0148 2.3618 1.6101  0.32
H17 4.0662 1.3040 0.9668  0.39

Computed properties:
* gap between HOMO and LUMO: 0.14128 Eh
* multiplicity: 1
* HOMO: -5.79 eV
* ΔE to the lowest compared entry with this formula, charge and spin: 115.72 kJ/mol


Molecular formula: C3HNO2
Method: DFT, ωB97M-V/def2-TZVPD

Last column: Mulliken charge in e.
Positions of all 7 atoms, in Å:
O1 1.0242 0.5848 -1.8051  -0.38
C1 1.0455 0.3779 -0.6268  0.09
C2 -0.1799 -0.1942 0.1550  0.47
O2 0.0470 -1.3773 0.0510  -0.34
C3 -1.4451 0.1566 0.8484  0.20
N1 -2.4598 0.2052 1.4089  -0.31
H1 1.9681 0.2471 -0.0313  0.27

Computed properties:
* gap between HOMO and LUMO: 0.35499 Eh
* multiplicity: 1
* HOMO: -10.89 eV
* ΔE to the lowest compared entry with this formula, charge and spin: 80.61 kJ/mol
* SMILES: N#CC(=O)C=O


Molecular formula: C2H5NO2
Method: DFT, ωB97M-V/def2-TZVPD

Last column: Mulliken charge in e.
Positions of all 10 atoms, in Å:
C1 -1.2582 -0.5706 -0.0088  -0.47
C2 1.4945 0.1385 -0.0168  0.13
H1 -2.1583 -1.0982 -0.5227  0.24
H2 -1.9893 -0.3383 1.0596  0.19
H3 -0.3618 -1.1893 0.2889  0.28
H4 0.4981 1.9464 0.4385  0.30
H5 2.4477 0.5413 0.5355  0.28
N1 0.5334 0.9937 -0.3079  -0.13
O1 -0.7176 0.5439 -0.8680  -0.24
O2 1.5114 -0.9674 -0.5983  -0.56

Computed properties:
* gap between HOMO and LUMO: 0.39433 Eh
* multiplicity: 1
* HOMO: -10.08 eV
* ΔE to the lowest compared entry with this formula, charge and spin: 464.96 kJ/mol
* SMILES: CONC=O


Molecular formula: C2H3IOS
Method: DFT, ωB97M-V/def2-TZVPD

Last column: Mulliken charge in e.
Positions of all 8 atoms, in Å:
C1 -0.6557 -1.2758 -0.1530  0.38
C2 -0.8404 -0.0308 -0.4599  -0.25
O1 -1.2943 0.9083 0.4540  -0.44
S1 -0.8062 -2.8072 0.0286  -0.34
I1 2.3615 1.3238 0.4817  -0.08
H1 3.6184 0.6034 -0.0810  0.09
H2 -0.2097 0.4870 -1.1988  0.33
H3 -2.1736 0.7915 0.9286  0.31

Computed properties:
* gap between HOMO and LUMO: 0.28385 Eh
* multiplicity: 1
* HOMO: -8.22 eV
* ΔE to the lowest compared entry with this formula, charge and spin: 232.64 kJ/mol
* SMILES: OC=C=S.I